Formula: C65H167N9O23
Source: the OMol25 dataset
Level of theory: ωB97M-V/def2-TZVPD

The calculation puts the highest occupied orbital energy at -8.469 eV. Its gap between HOMO and LUMO is 0.32790 Ha. As for the LUMO energy: 0.5 eV.

Structure (XYZ):
```
264
Properties=species:S:1:pos:R:3:forces:R:3
C 5.738038 0.687374 0.000504 -0.363 -1.033 0.764
C 5.519037 0.368319 -1.433819 -0.690 -0.682 -1.924
C 6.566884 -0.651900 -1.984502 -0.864 0.192 -0.086
O 4.125034 -0.182763 -1.544490 1.979 0.847 -0.243
H 5.436689 -0.228838 0.553660 0.214 0.515 -0.047
H 5.105037 1.493408 0.347928 0.013 0.273 0.077
H 6.783358 0.860718 0.230949 0.128 0.284 -0.038
H 5.579962 1.268989 -2.116891 -0.128 -0.647 0.823
H 6.507152 -1.651148 -1.489132 -0.146 0.748 -0.477
H 7.546212 -0.240395 -1.789874 0.421 0.096 0.129
H 6.492536 -0.714829 -3.095153 -0.141 -0.312 0.783
H 4.079139 -0.548311 -2.439255 -0.220 -0.026 0.126
C -0.081498 3.448300 4.134428 0.586 1.860 0.271
O -0.771905 4.459072 3.409935 0.177 -0.298 -0.009
C -0.046951 5.695203 3.299907 0.032 -1.209 -0.563
C -0.780525 6.509178 2.246315 -0.044 0.471 2.182
N -2.157980 6.737464 2.713613 0.905 -1.254 1.054
C -2.937523 7.551361 1.869403 -0.936 0.300 -2.423
C -2.761934 9.072936 2.068598 0.765 0.029 -0.178
O -3.714076 9.910052 1.399484 0.486 -0.623 -0.649
C -3.433579 10.098688 0.007530 1.166 0.381 0.158
H 0.340785 3.894598 5.047977 0.151 -0.130 -0.106
H 0.708260 3.018543 3.540157 0.450 -0.317 -0.297
H -0.759977 2.713649 4.461128 -1.038 -1.009 0.110
H 1.021987 5.502807 3.033877 -0.672 0.072 -0.100
H -0.063421 6.154256 4.269667 -0.028 0.583 0.551
H -0.684705 5.983545 1.313060 -0.102 0.052 -0.850
H -0.274345 7.474823 2.274179 0.034 0.079 -0.670
H -2.636210 5.832747 2.822211 0.406 0.587 0.017
H -3.987708 7.371495 2.069805 -0.283 -0.120 0.144
H -2.785838 7.163210 0.817871 -0.200 0.979 0.325
H -1.722103 9.421323 1.822156 -0.726 -0.288 0.223
H -2.933342 9.183526 3.140260 0.101 0.422 -0.033
H -2.659766 10.882856 -0.202412 -0.629 -0.154 0.618
H -4.333727 10.362657 -0.521996 -0.416 0.117 0.081
H -2.993717 9.235615 -0.484207 -0.234 -0.594 0.178
C 8.168368 5.986986 -3.740507 0.305 0.007 -0.506
O 6.837228 5.574328 -3.761013 -0.454 -1.120 0.744
C 6.656810 4.375958 -2.966664 0.807 -0.310 -1.107
C 6.997038 4.464234 -1.491387 -0.985 1.181 -0.046
N 6.289985 5.588861 -0.818267 0.521 1.409 -1.428
C 4.862630 5.667637 -1.208786 0.469 -0.719 0.067
C 4.167426 4.474416 -0.598003 0.784 -1.051 0.628
O 2.796565 4.501024 -0.662984 -0.693 0.941 1.492
C 2.247154 4.115451 -1.864382 -0.379 -0.242 -0.654
H 8.339089 6.639312 -4.602976 -0.044 0.096 0.359
H 8.858956 5.144859 -3.825085 0.072 -0.206 -0.104
H 8.376201 6.470318 -2.800736 0.423 0.604 0.320
H 7.326041 3.568600 -3.389557 -0.860 0.514 0.099
H 5.602538 4.152202 -3.082783 0.020 -0.450 -0.209
H 8.060029 4.660033 -1.374378 0.093 -0.427 0.325
H 6.655808 3.528961 -1.036440 0.541 -0.022 0.044
H 6.713279 6.437545 -1.277611 -0.452 -0.938 0.963
H 4.718096 5.748568 -2.287829 -0.018 -0.141 -0.096
H 4.400886 6.545341 -0.804972 -0.029 0.633 0.538
H 4.473607 4.407911 0.466273 -0.232 0.193 -0.431
H 4.447360 3.507676 -1.034744 0.630 0.010 -0.253
H 2.797689 4.565301 -2.724393 -0.631 -0.382 0.315
H 1.225421 4.456854 -1.770189 -0.347 0.216 -0.719
H 2.182616 3.017034 -1.935374 0.383 0.056 -0.271
C 0.633205 -0.117676 -7.757784 0.202 0.881 -0.862
O 0.526817 -1.409475 -7.336251 0.127 -1.829 0.701
C 1.633897 -2.264625 -7.679316 -0.643 1.201 0.256
C 1.448096 -3.472700 -6.801801 0.675 -0.522 -0.624
N 2.102959 -3.180041 -5.537867 -0.007 -0.213 -0.178
C 1.788332 -4.181525 -4.555635 -0.723 -0.876 -0.255
C 2.623815 -4.184741 -3.344216 2.713 1.386 0.335
O 2.606022 -2.903800 -2.691405 -0.926 -0.718 -1.448
C 2.912057 -2.935783 -1.346459 1.112 1.118 0.033
H 0.627808 -0.121901 -8.864006 0.207 0.603 0.263
H 1.504651 0.385628 -7.330542 0.399 0.011 -0.314
H -0.210324 0.432163 -7.376950 -0.572 0.164 -0.056
H 2.565583 -1.752356 -7.377714 -0.141 -0.234 -0.128
H 1.694569 -2.417498 -8.767951 -0.321 -0.251 0.210
H 1.969027 -4.312466 -7.263632 0.017 -0.213 0.051
H 0.380414 -3.771325 -6.711457 0.339 0.367 -0.086
H 1.689610 -2.319632 -5.216657 0.128 0.485 0.248
H 1.884956 -5.209699 -4.979374 -0.203 0.691 0.051
H 0.753480 -4.037863 -4.215443 -0.197 -0.422 -0.005
H 3.720909 -4.399287 -3.538387 -1.036 -0.006 -0.161
H 2.269080 -4.941556 -2.700830 -0.564 -0.953 1.020
H 2.888667 -1.888950 -1.082094 -0.120 0.040 0.742
H 3.926449 -3.278840 -1.151998 0.461 -0.191 -0.087
H 2.277061 -3.523346 -0.740046 -1.189 -0.773 0.553
C -5.671908 2.204276 -8.514037 -0.815 -0.275 -1.612
O -5.401906 2.285713 -7.154161 -0.156 0.778 -0.126
C -6.320100 1.564868 -6.408267 -0.357 -1.243 1.052
C -6.304539 2.086129 -4.993048 -2.320 -0.024 0.868
N -4.995285 2.215999 -4.446679 1.379 0.608 0.555
C -4.163486 1.014955 -4.391540 -0.108 -0.837 -1.165
C -2.896393 1.152511 -3.551037 -0.234 1.350 -0.037
O -1.892966 1.806233 -4.320995 -0.013 -0.240 -0.465
C -0.568048 1.457120 -4.039772 0.922 0.705 0.585
H -6.779371 2.004036 -8.682071 1.131 0.583 0.034
H -5.171063 1.312848 -8.950187 0.020 0.553 -0.009
H -5.366501 3.151903 -9.047424 -0.228 -1.098 0.632
H -6.098430 0.468750 -6.464812 -0.014 0.551 0.132
H -7.360967 1.671895 -6.692532 -0.270 0.194 -0.864
H -7.065925 1.429505 -4.383415 1.749 0.916 -0.726
H -6.808878 3.117339 -4.969788 0.835 -1.271 -0.169
H -4.501498 2.851770 -5.084625 -0.241 -0.031 0.549
H -3.890156 0.704296 -5.471199 -0.095 0.065 1.553
H -4.732058 0.206185 -3.918397 -0.155 0.121 -0.163
H -2.542549 0.180864 -3.210917 -0.035 -0.139 0.027
H -3.108951 1.819372 -2.681664 0.040 -0.707 -0.245
H -0.313083 0.392001 -4.242614 -0.314 0.404 -0.033
H -0.300953 1.667320 -2.961232 -0.237 -0.080 -0.967
H 0.069578 2.122842 -4.681173 -0.477 -0.723 0.566
C -4.349997 -0.384220 5.043628 0.335 0.087 -0.394
O -4.446322 0.971987 4.723362 -0.579 0.463 0.944
C -3.878763 1.368877 3.557205 1.250 -0.203 -2.058
C -4.312529 2.797890 3.307286 -0.133 -0.368 -0.567
N -3.649859 3.526773 2.235093 0.120 -0.310 0.395
C -3.768725 2.870974 0.931780 -0.714 0.435 -0.499
C -3.115933 3.665228 -0.189523 0.765 0.074 -0.929
O -1.830993 3.210740 -0.635751 -0.004 0.151 1.121
C -0.933904 2.986979 0.420141 0.050 -0.040 1.497
H -4.688906 -0.369960 6.062977 0.062 -0.817 0.535
H -3.314436 -0.775526 4.920545 -0.605 0.127 0.255
H -5.046573 -0.938473 4.408219 0.081 -0.318 0.078
H -4.127447 0.704811 2.688161 -0.146 0.208 0.528
H -2.764936 1.323795 3.605796 -0.162 0.077 0.093
H -4.198123 3.267874 4.248726 0.534 0.977 0.914
H -5.384535 2.803772 3.188019 -0.554 -0.040 -0.515
H -2.683298 3.699762 2.528574 -0.168 -0.197 -0.482
H -4.838231 2.796065 0.659190 0.172 0.265 0.396
H -3.448290 1.835274 0.883561 0.508 -0.359 0.107
H -3.053917 4.722041 0.082720 0.020 0.092 0.237
H -3.603552 3.612923 -1.155925 -1.020 -0.011 0.198
H -1.233559 2.132065 1.081777 0.239 0.354 -0.717
H -0.721260 3.813558 1.148127 -0.719 -0.073 -0.860
H 0.004662 2.804179 -0.040386 0.967 -0.612 -0.344
C -1.474756 -2.498205 -3.949293 1.707 0.585 0.663
O -1.940096 -3.753464 -3.594932 0.081 -0.851 -0.458
C -2.371499 -4.418492 -4.760320 -0.742 -2.457 1.429
C -2.773248 -5.879860 -4.390159 -0.356 1.247 -0.685
N -1.690171 -6.760190 -4.060936 1.163 -0.093 0.659
C -1.218683 -6.659151 -2.658551 0.185 -0.325 -0.605
C -0.098816 -7.690096 -2.416282 -0.726 1.528 0.342
O 1.012663 -7.448195 -3.261993 -1.179 0.619 -0.402
C 2.194103 -7.994900 -2.815130 -0.053 -1.785 1.679
H -0.842102 -2.477426 -4.867254 -0.659 -0.041 0.290
H -0.823412 -2.205266 -3.130503 0.258 0.264 0.078
H -2.260955 -1.775036 -3.962499 -0.740 0.580 -0.574
H -1.581781 -4.496736 -5.475486 0.586 0.411 -0.817
H -3.253327 -3.938643 -5.106457 -0.680 0.673 -0.986
H -3.410085 -6.325789 -5.150466 0.389 0.069 -0.892
H -3.540794 -5.785492 -3.644296 0.110 -0.151 1.301
H -0.863737 -6.542275 -4.643951 -0.753 -0.236 0.241
H -2.025236 -6.981227 -2.004231 -0.298 0.000 0.075
H -0.987441 -5.620959 -2.385817 0.392 -0.236 0.056
H -0.586168 -8.637270 -2.586929 0.312 -0.774 -0.311
H 0.160149 -7.617651 -1.350693 0.339 -0.052 -0.116
H 2.514157 -7.514905 -1.849890 0.035 -0.413 -0.780
H 2.932421 -7.945531 -3.582954 0.615 0.542 -0.482
H 2.063154 -9.109174 -2.643923 0.154 0.968 0.156
C 2.431847 0.922688 1.076132 0.035 0.648 -0.226
O 2.497417 0.996260 2.474810 0.675 0.349 0.682
C 2.723794 -0.231603 3.132123 -0.610 -0.421 0.196
C 1.570688 -1.194293 2.883437 0.054 -0.005 -0.897
N 0.297614 -0.521619 3.089824 -0.942 -0.588 -0.196
C -0.919322 -1.290260 2.680192 0.924 1.526 -0.287
C -1.031932 -1.495585 1.164696 0.095 -2.211 0.360
O -0.706322 -0.323835 0.478903 -0.096 0.156 -0.306
C -0.626444 -0.511991 -0.937790 -0.634 0.402 0.868
H 3.069360 0.191600 0.628711 0.641 -0.723 -0.028
H 2.741422 1.886759 0.652615 -0.272 -0.015 0.193
H 1.427893 0.684022 0.793025 -0.755 0.001 -0.534
H 2.708018 -0.032094 4.207222 0.267 0.284 -0.125
H 3.679409 -0.708505 2.858059 -0.219 0.368 0.002
H 1.628334 -2.014983 3.578381 0.089 -0.450 0.501
H 1.715187 -1.673825 1.885284 -0.446 0.469 0.172
H 0.204310 0.318429 2.531937 0.660 0.216 0.030
H -1.705270 -0.628951 3.032303 -0.566 -0.214 -0.111
H -0.974118 -2.212768 3.228837 -0.046 -0.457 0.058
H -2.045179 -1.881479 0.943887 0.097 0.503 -0.058
H -0.384104 -2.391124 0.874222 -0.163 1.135 0.048
H 0.079175 -1.297097 -1.122063 0.769 -0.378 -0.428
H -0.355058 0.446627 -1.396770 0.024 -0.425 0.260
H -1.588751 -0.850259 -1.332914 -0.154 0.122 -0.013
C -4.698685 -3.236716 2.138054 0.515 -0.542 0.435
O -4.352528 -2.406487 1.066934 0.471 -0.851 -0.208
C -5.379601 -1.504987 0.767762 -0.177 -0.631 1.769
C -4.991658 -0.700875 -0.384985 0.450 2.251 -1.169
N -5.341967 -1.193045 -1.677367 0.050 1.025 -0.440
C -4.828229 -2.461563 -1.956326 -0.835 -1.643 -0.884
C -5.162701 -2.765890 -3.417626 -0.875 -0.772 0.134
O -6.608788 -2.720540 -3.676217 1.144 0.197 0.948
C -6.983898 -3.070151 -4.981907 0.506 -0.277 -0.593
H -5.636620 -3.789379 1.975312 0.141 0.135 -0.067
H -4.765375 -2.653764 3.050040 -0.330 0.200 0.342
H -3.882932 -3.950012 2.323168 -0.205 0.096 -0.332
H -5.521321 -0.891347 1.672875 -0.263 0.143 -0.196
H -6.305306 -2.060134 0.580991 -0.217 0.072 -0.065
H -3.884311 -0.510444 -0.413482 -0.764 -0.217 0.392
H -5.458937 0.281801 -0.274370 0.078 0.111 -0.045
H -6.302966 -1.168897 -1.988558 -0.196 0.390 0.560
H -5.255143 -3.245906 -1.301775 -0.053 -0.124 -0.234
H -3.763272 -2.537367 -1.764648 0.416 0.198 -0.324
H -4.813556 -3.774258 -3.614180 0.113 -0.207 -0.395
H -4.689262 -2.036743 -4.065396 0.241 0.103 -0.266
H -8.046051 -2.885632 -5.083903 -0.153 0.506 -0.018
H -6.910957 -4.155909 -5.183174 0.492 0.233 0.150
H -6.396685 -2.509304 -5.758756 -0.513 -0.386 0.563
C 6.105850 -1.444863 4.736644 1.288 0.365 -0.074
O 5.450677 -1.906973 3.573970 -0.220 -1.014 0.901
C 4.626325 -3.043006 3.908695 -0.907 0.848 -1.359
C 4.011246 -3.614181 2.617031 -0.319 -0.169 1.432
N 2.988515 -4.613428 3.012794 -0.148 0.357 -1.213
C 1.974149 -4.829900 1.956629 0.453 -0.591 -0.601
C 0.856982 -5.744819 2.432028 0.932 -0.304 0.598
O 0.143922 -6.145933 1.296018 -0.538 -0.547 -0.404
C -1.100964 -6.777160 1.584001 0.468 0.921 1.906
H 5.480730 -1.089796 5.548089 -0.746 0.294 -0.137
H 6.815596 -0.648115 4.450456 -0.500 -0.227 -0.003
H 6.714351 -2.215093 5.217352 0.091 -0.370 -0.249
H 3.743659 -2.722285 4.464261 0.209 0.148 0.607
H 5.162583 -3.812019 4.464814 0.226 0.040 0.050
H 4.809411 -3.912299 1.977948 0.652 -0.970 -0.695
H 3.504932 -2.852950 2.052570 -0.283 0.617 0.026
H 3.414154 -5.504906 3.223066 0.170 -0.078 0.091
H 2.365736 -5.332132 1.010050 -0.136 0.637 0.955
H 1.546887 -3.875434 1.653907 0.110 0.158 0.026
H 0.196686 -5.272538 3.163480 -0.009 0.195 -0.061
H 1.380962 -6.576533 2.974953 -0.664 0.047 -0.416
H -1.742795 -6.778199 0.736108 -0.131 -0.169 -0.947
H -1.616616 -6.166547 2.356842 0.058 -0.251 -0.263
H -0.980986 -7.771554 2.029257 0.113 -0.058 -0.325
C 4.388559 3.382167 3.302280 2.010 -1.238 0.318
C 4.104902 2.631461 4.613395 1.346 0.706 -0.423
O 4.260811 3.549010 5.707036 -0.202 0.017 0.176
H 3.592182 4.047202 3.108618 -0.844 0.734 -0.469
H 4.632009 2.735888 2.437070 -0.683 0.084 0.456
H 5.324767 3.952456 3.428836 -0.362 0.101 0.103
H 4.750078 1.757235 4.806839 -0.226 0.162 -0.408
H 3.087065 2.344215 4.641657 -0.981 -0.515 0.006
H 5.194680 3.728751 5.845815 0.083 0.055 -0.134
C -1.225951 0.166975 8.096556 1.624 0.325 -0.376
C -1.020050 0.637318 6.663783 0.506 -1.416 0.131
O -0.621834 -0.503233 5.869526 -0.107 -0.120 0.197
H -2.128816 -0.348839 8.131130 -1.528 -1.167 0.482
H -1.213800 0.953870 8.854716 -0.157 0.185 -0.360
H -0.372443 -0.497266 8.345079 -0.574 0.174 -0.139
H -0.218692 1.323585 6.703232 0.814 1.104 -0.415
H -1.874798 1.033431 6.162062 -0.856 0.749 0.159
H -0.374818 -0.229532 4.960700 0.181 -0.096 0.135
C -0.398724 -4.652654 5.904878 0.702 0.880 0.131
C -1.623188 -4.118378 5.173356 -0.067 0.215 0.288
O -2.210033 -3.009058 5.807661 -0.681 -0.011 0.401
H 0.098664 -5.413291 5.303928 0.195 0.073 -0.004
H -0.681032 -5.126604 6.838636 -0.179 0.011 0.194
H 0.335066 -3.825633 6.173082 -0.809 -0.934 -0.559
H -2.406476 -4.881736 5.160533 0.091 -0.040 -0.104
H -1.425368 -3.836540 4.135239 0.332 -0.355 -0.129
H -1.598088 -2.271671 5.912379 0.429 0.219 -0.123
C 2.508368 -0.109613 7.094995 0.681 0.090 -0.659
C 2.269865 1.383389 7.346258 0.728 -0.841 2.594
O 3.495788 1.995446 7.819227 -1.030 -0.778 0.047
H 1.626562 -0.649142 6.765100 -0.334 0.114 -0.052
H 2.884974 -0.617420 7.996191 0.018 0.366 -0.262
H 3.261550 -0.213808 6.273580 -0.359 -0.015 0.715
H 1.524798 1.490924 8.181835 0.506 0.019 -0.784
H 1.912248 1.907836 6.498028 -0.454 0.436 -0.993
H 3.825247 2.504528 7.077236 0.293 0.542 -0.220
```
Forces are in eV/Å.

Atomic partial charges in e from the Löwdin method, atoms 1 to 8: -0.070, -0.433, -0.052, -0.102, 0.099, 0.049, 0.086, 0.133